The following is a DFT calculation (ωB97M-V/def2-TZVPD) of a cluster of 4 separate species, C2H12N2O4 in total in a non-equilibrium geometry.

Each line ends with the Löwdin charge.
Element x y z (Å)
N 0.57 1.44 -1.29  0.01
C 1.90 1.77 -0.80  -0.27
N 2.56 0.55 -0.31  0.01
C 3.22 -0.22 -1.28  -0.35
O 3.33 0.17 -2.41  0.03
H -0.02 0.75 -0.86  0.06
H 0.30 1.76 -2.20  0.06
H 1.78 2.43 0.08  0.10
H 2.44 2.21 -1.63  0.11
H 2.27 0.21 0.59  0.11
H 3.64 -1.05 -0.70  0.12
O -0.94 -1.93 3.60  -0.05
H -1.79 -1.65 3.22  0.01
H -0.34 -1.61 2.94  0.02
O -3.11 -1.88 -1.36  -0.07
H -3.49 -1.24 -0.74  0.01
H -3.84 -2.14 -1.94  0.04
O -2.65 -0.17 1.45  -0.05
H -2.84 -0.13 2.38  0.02
H -2.97 0.74 1.27  0.07

As for the molar mass: 128.1 g mol⁻¹. The SMILES is NCNC=O.O.O.O. Its max |F| is 0.0611 hartree/bohr. Its lowest unoccupied orbital energy is 0.07 eV. For the total energy, the calculation gives -493.8438 Ha. The value obtained for the energy relative to the best compared isomer or geometry (same formula, charge and spin) is 216.4 kJ/mol. The total charge is 0. The multiplicity is 1.